C4H8O2 | ωB97M-V/def2-TZVPD

Summary:
Maximum force: 0.3 eV/Å
Energy: -307.467117 Ha

Structure (XYZ):
```
14
C4H8O2 | the Open Molecules 2025 dataset | ωB97M-V/def2-TZVPD
O -1.74338 -0.96430 -0.77368
C -0.98176 0.58759 0.48065
C 0.34310 1.21885 0.16109
C 1.33543 0.08624 0.04779
C 0.64838 -1.19619 0.24355
O 1.10700 -0.75079 -1.06352
H -1.21707 -0.79277 -1.57351
H -1.86966 1.04376 0.05688
H -1.12407 0.20004 1.48189
H 0.30689 1.84475 -0.73652
H 0.59245 1.87439 1.01129
H 2.38826 0.27923 0.25572
H -1.00788 -1.37478 -0.19868
H 1.22232 -2.05603 0.60703
```

=====

C4H8O2 | ωB97M-V/def2-TZVPD

Summary:
SMILES string: CO[C@@H](C)C=O
Maximum force: 0.5 eV/Å
Energy: -307.652157 Ha

Structure (XYZ):
```
14
C4H8O2 | the Open Molecules 2025 dataset | ωB97M-V/def2-TZVPD
C 1.92613 0.07034 -0.40168
O 0.79071 -0.65564 0.03285
C -0.45589 -0.02787 -0.22422
C -1.54113 -1.03823 0.09195
C -0.53591 1.17495 0.70177
O -0.40446 2.32088 0.34530
H 2.43140 -0.46729 -1.21148
H 1.66198 1.07122 -0.76287
H 2.62164 0.18989 0.43483
H -0.51339 0.32558 -1.26501
H -1.31870 -1.98155 -0.41209
H -1.58330 -1.23373 1.16975
H -2.51965 -0.67862 -0.23958
H -0.64670 0.92115 1.77822
```

=====

C4H8O2 | ωB97M-V/def2-TZVPD

Summary:
SMILES string: CO[C@@H](C)C=O
Maximum force: 0.5 eV/Å
Energy: -307.651600 Ha

Structure (XYZ):
```
14
C4H8O2 | the Open Molecules 2025 dataset | ωB97M-V/def2-TZVPD
C 1.92905 0.06846 -0.40253
O 0.78478 -0.67346 -0.00250
C -0.46116 -0.02884 -0.23443
C -1.54879 -1.03333 0.09525
C -0.52645 1.16625 0.70435
O -0.37578 2.31191 0.35503
H 2.47406 -0.45512 -1.19748
H 1.64972 1.05688 -0.77332
H 2.61007 0.21425 0.44471
H -0.53870 0.33657 -1.27093
H -1.30308 -1.98062 -0.38860
H -1.58761 -1.20320 1.17745
H -2.53505 -0.69551 -0.24252
H -0.65641 0.90672 1.77872
```

=====

C4H8O2 | ωB97M-V/def2-TZVPD

Summary:
SMILES string: C[C@H](C=O)CO
Maximum force: 0.5 eV/Å
Energy: -307.668975 Ha

Structure (XYZ):
```
14
C4H8O2 | the Open Molecules 2025 dataset | ωB97M-V/def2-TZVPD
C -1.18231 -1.11657 0.23693
C -0.28909 0.11260 0.38364
C -0.76080 1.30351 -0.42331
O -1.76831 1.33217 -1.09104
C 1.15409 -0.18610 -0.04485
O 1.95635 0.97037 0.11305
H -2.23349 -0.86417 0.40108
H -0.90014 -1.89014 0.96001
H -1.10742 -1.54594 -0.76826
H -0.29635 0.45139 1.43166
H -0.07652 2.17188 -0.36337
H 1.55778 -1.02557 0.53957
H 1.12525 -0.49488 -1.10223
H 2.82097 0.78145 -0.27287
```

=====

C4H8O2 | ωB97M-V/def2-TZVPD

Summary:
SMILES string: C[C@@H](O)[C@H]1CO1
Maximum force: 1.6 eV/Å
Energy: -307.620997 Ha

Structure (XYZ):
```
14
C4H8O2 | the Open Molecules 2025 dataset | ωB97M-V/def2-TZVPD
C 1.67002 -0.44133 0.61272
C 0.21851 -0.02454 0.67919
O 0.17095 1.37696 0.47441
C -0.66895 -0.58485 -0.43461
C -1.76708 0.32888 -0.71771
O -0.60530 0.27018 -1.58342
H 2.08636 -0.09961 -0.34134
H 2.21447 0.06365 1.41580
H 1.80084 -1.52220 0.70443
H -0.23027 -0.30569 1.64602
H 0.14298 1.36944 -0.54065
H -0.68497 -1.64483 -0.67190
H -1.66389 1.19270 -0.03693
H -2.68367 0.02123 -1.20600
```

=====

C4H8O2 | ωB97M-V/def2-TZVPD

Summary:
SMILES string: CCOCC=O
Maximum force: 0.6 eV/Å
Energy: -307.642622 Ha

Structure (XYZ):
```
14
C4H8O2 | the Open Molecules 2025 dataset | ωB97M-V/def2-TZVPD
C -0.99792 1.09828 0.22893
C 0.39751 1.19482 -0.38963
O 0.86107 0.06001 -1.11221
C 0.49109 -1.22213 -0.67015
C 0.33749 -1.41019 0.82678
O -0.39980 -2.23775 1.30930
H -1.17389 0.17966 0.79426
H -1.78213 1.16929 -0.52995
H -1.11100 1.92177 0.94149
H 0.41452 2.01581 -1.11579
H 1.13178 1.45657 0.38516
H 1.29777 -1.90013 -0.97933
H -0.42705 -1.57836 -1.15350
H 0.96054 -0.74764 1.46464
```

=====

C4H8O2 | ωB97M-V/def2-TZVPD

Summary:
SMILES string: CO[C@H]1C[C@H]1O
Maximum force: 1.7 eV/Å
Energy: -307.572935 Ha

Structure (XYZ):
```
14
C4H8O2 | the Open Molecules 2025 dataset | ωB97M-V/def2-TZVPD
C 1.45327 0.14601 -1.28122
O 0.74853 -0.90424 -0.31138
C -0.62290 -0.78875 0.01164
C -1.03658 -0.58854 1.45942
C -0.96447 0.59286 0.56011
O 0.13895 1.41777 0.60584
H 2.24014 -0.50756 -1.60976
H 1.98441 1.10228 -0.97469
H 0.76579 0.44990 -2.07351
H -1.33616 -1.26940 -0.66506
H -0.28013 -0.70654 2.22779
H -2.03899 -0.91278 1.73577
H -1.86607 1.06846 0.18637
H 0.81421 0.90053 0.12869
```

=====

C4H8O2 | ωB97M-V/def2-TZVPD

Summary:
SMILES string: C[C@@H](O)CC=O
Maximum force: 3.4 eV/Å
Energy: -307.639010 Ha

Structure (XYZ):
```
14
C4H8O2 | the Open Molecules 2025 dataset | ωB97M-V/def2-TZVPD
C -0.72338 -1.59631 -0.09270
C -0.20793 -0.38931 0.70214
O 0.30226 -0.62705 1.97016
C 0.97326 0.26073 -0.14587
C 0.43381 1.27720 -1.23122
O -0.73768 1.42585 -1.45754
H -0.01607 -2.43528 0.07477
H -0.91035 -1.07355 -1.11075
H -1.74367 -1.94156 0.25681
H -0.95730 0.46248 0.73040
H -0.41688 -0.68607 2.70862
H 1.62956 -0.49728 -0.76408
H 1.74793 0.76072 0.50704
H 1.29562 1.70631 -1.89784
```